Density functional theory data (ωB97M-V/def2-TZVPD) for a structure of composition C10H12EuO5.

Its HOMO-LUMO gap (alpha / beta) is 6.923 / 7.275 eV. The calculation puts the relative energy (zero: lowest compared OMol25 entry of this formula, charge and spin) at 166.9 kcal/mol. As for the expectation value of S²: 12.0144. Its charge is +3. As for the HOMO energy (alpha / beta): -22.439 / -22.489 eV. The spin multiplicity is 7.

```
28
Properties=species:S:1:pos:R:3:mulliken_charge:R:1
Eu 0.056 -0.055 -1.022 0.02
O 0.054 3.254 -0.890 -0.03
C 0.072 2.102 -0.990 0.43
C 0.089 -2.188 -1.039 0.62
O 0.067 -3.365 -0.883 -0.07
C 2.204 -0.029 -1.147 0.44
O 3.356 -0.035 -1.121 -0.01
C -2.083 -0.034 -1.214 0.69
O -3.247 -0.047 -1.112 -0.06
C 0.060 0.653 -3.444 -0.64
H -0.888 1.236 -3.503 0.48
H 1.007 1.239 -3.504 0.45
C 0.063 -0.733 -3.442 -0.64
H 1.012 -1.318 -3.503 0.49
H -0.883 -1.322 -3.502 0.47
C -0.066 1.033 2.724 -0.51
C 0.429 -0.345 3.178 -0.69
C 0.625 -1.034 1.861 -0.20
O -0.617 -0.571 1.120 -0.44
C -1.176 0.672 1.789 -0.34
H -0.453 1.658 3.534 0.40
H 0.739 1.563 2.203 0.17
H -0.352 -0.843 3.758 0.34
H 1.367 -0.326 3.736 0.41
H 1.492 -0.661 1.286 0.26
H 0.573 -2.147 1.855 0.26
H -2.061 0.233 2.260 0.23
H -1.438 1.410 1.012 0.48
```

***

Density functional theory data (ωB97M-V/def2-TZVPD) for an isolated molecule of C10H12N2O2.

Its HOMO-LUMO gap (alpha / beta) is 7.123 / 7.017 eV. The calculation puts the relative energy (zero: lowest compared OMol25 entry of this formula, charge and spin) at 119.5 kcal/mol. As for the HOMO energy (alpha / beta): -7.681 / -7.586 eV.

```
26
Properties=species:S:1:pos:R:3:mulliken_charge:R:1
C -3.525 -0.593 0.097 -0.35
C -3.514 0.867 -0.055 -0.55
C -2.490 -1.379 0.026 -1.12
C -2.312 1.455 -0.269 -0.80
C -1.205 -0.775 -0.059 0.64
C -1.142 0.625 -0.318 0.49
C 1.025 -0.166 -0.713 0.44
C 1.700 -0.325 -2.010 -1.63
C 1.220 0.237 1.713 -1.47
C 2.029 -0.104 0.525 -0.45
N -0.102 -1.408 -0.333 0.67
N 0.057 1.065 -0.609 0.72
O 0.226 -2.581 -0.410 -0.74
O 0.531 2.186 -0.886 -0.75
H -4.456 -1.123 0.212 0.36
H -4.302 1.558 0.046 0.45
H -2.517 -2.396 0.187 0.51
H -2.275 2.514 -0.517 0.43
H 1.050 -0.661 -2.789 0.41
H 2.396 -1.133 -1.889 0.40
H 2.151 0.602 -2.358 0.35
H 0.453 -0.436 2.037 0.36
H 0.718 1.140 1.732 0.40
H 1.870 0.167 2.544 0.51
H 2.419 -1.145 0.535 0.35
H 2.948 0.484 0.190 0.35
```

***

Density functional theory data (ωB97M-V/def2-TZVPD) for a cluster of 2 separate species, C10H12N3O in total.

Its HOMO-LUMO gap is 8.697 eV. The calculation puts the relative energy (zero: lowest compared OMol25 entry of this formula, charge and spin) at 85.8 kcal/mol. Its charge is +1. As for the HOMO energy: -12.931 eV.

```
26
Properties=species:S:1:pos:R:3:mulliken_charge:R:1
C -2.956 2.425 -0.017 -0.11
C -1.870 2.540 0.785 -1.09
C -3.294 1.229 -0.777 -0.72
C -1.061 1.420 0.851 -0.10
C -2.455 0.133 -0.743 -0.47
C 3.672 0.495 1.253 -0.09
C -1.290 0.220 0.080 1.06
C 2.250 0.069 -0.348 -0.24
C 0.615 -3.041 -0.484 -0.80
C -0.336 -0.851 0.194 -0.19
N 4.386 0.584 0.193 -0.51
N 3.458 0.359 -0.808 0.33
N -0.297 -1.908 -0.553 -0.01
O 2.415 0.017 0.968 -0.13
H -3.683 3.295 -0.104 0.30
H -1.708 3.332 1.390 0.53
H -4.223 1.160 -1.426 0.33
H -0.255 1.290 1.576 0.34
H -2.798 -0.748 -1.257 0.24
H 4.178 0.427 2.187 0.41
H 0.105 -3.880 0.199 0.31
H 0.723 -3.367 -1.474 0.33
H 1.501 -2.792 0.066 0.31
H 0.363 -0.815 1.044 0.57
H 3.809 0.284 -1.724 0.23
H -1.249 -1.879 -1.073 0.17
```

***

Density functional theory data (ωB97M-V/def2-TZVPD) for a structure of composition C10H12N4O2PtS2.

Its HOMO-LUMO gap (alpha / beta) is 6.416 / 6.417 eV. As for the HOMO energy (alpha / beta): -7.718 / -7.719 eV.

```
31
Properties=species:S:1:pos:R:3:mulliken_charge:R:1
Pt -0.044 0.623 -0.722 0.63
C -4.342 -2.179 -1.822 -0.90
S -4.569 -0.504 -1.207 0.02
C -2.938 0.065 -0.997 0.56
S -1.585 -0.892 -1.461 -0.51
N -2.895 1.264 -0.473 -1.18
N -1.607 1.712 -0.326 0.66
C -1.417 2.906 0.134 -0.31
C -0.025 3.311 0.304 0.61
C 0.351 4.531 0.843 -0.89
C 1.699 4.801 1.010 -0.17
C 2.630 3.840 0.650 -0.84
C 2.182 2.640 0.123 0.31
N 0.893 2.388 -0.076 -0.33
H -5.348 -2.590 -1.898 0.33
H -3.763 -2.777 -1.123 0.33
H -3.874 -2.187 -2.804 0.32
H -2.258 3.534 0.396 0.41
H -0.408 5.242 1.137 0.38
H 2.018 5.745 1.429 0.43
H 3.689 4.001 0.783 0.37
H 2.872 1.849 -0.133 0.28
N 1.604 -0.524 -1.339 -0.50
C 1.732 -1.790 -0.560 -0.50
C 1.618 -1.523 0.965 0.58
O 1.982 -2.451 1.682 -0.70
O 1.150 -0.392 1.272 -0.63
H 1.540 -0.725 -2.332 0.32
H 2.459 0.006 -1.210 0.32
H 2.682 -2.277 -0.777 0.38
H 0.921 -2.451 -0.865 0.21
```

***

Density functional theory data (ωB97M-V/def2-TZVPD) for the ion C10H12NO2 with charge +1.

Its HOMO-LUMO gap (alpha / beta) is 6.518 / 6.516 eV. The calculation puts the relative energy (zero: lowest compared OMol25 entry of this formula, charge and spin) at 32.8 kcal/mol. The structure (SMILES) is [NH3+]/C=c1\cccc\c1=C\C=C(O)O. Its charge is +1. As for the HOMO energy (alpha / beta): -10.577 / -10.576 eV.

```
25
Properties=species:S:1:pos:R:3:mulliken_charge:R:1
N -0.713 2.959 0.650 -0.18
C -0.622 1.709 -0.116 -1.07
C -0.526 0.493 0.496 0.94
C -0.611 0.377 1.932 -0.65
C -1.097 -0.742 2.522 -0.73
C -1.536 -1.832 1.732 -0.63
C -1.321 -1.820 0.392 -1.02
C -0.621 -0.755 -0.264 0.96
C -0.187 -1.048 -1.554 -0.14
C 0.960 -0.743 -2.327 -0.79
C 2.242 -0.545 -1.891 0.52
O 3.245 -0.499 -2.744 -0.43
O 2.589 -0.414 -0.602 -0.54
H -1.412 3.584 0.230 0.38
H 0.188 3.457 0.683 0.34
H -1.004 2.717 1.610 0.36
H -0.561 1.832 -1.182 0.51
H -0.277 1.197 2.554 0.46
H -1.177 -0.806 3.595 0.43
H -1.994 -2.682 2.209 0.41
H -1.566 -2.689 -0.198 0.37
H -0.807 -1.787 -2.054 0.35
H 0.881 -0.939 -3.386 0.38
H 4.092 -0.449 -2.274 0.37
H 1.835 -0.576 -0.015 0.40
```

***

Density functional theory data (ωB97M-V/def2-TZVPD) for an isolated molecule of C10H12O2.

Its HOMO-LUMO gap is 10.225 eV. The calculation puts the relative energy (zero: lowest compared OMol25 entry of this formula, charge and spin) at 0.0 kcal/mol. The structure (SMILES) is O=COCCCc1ccccc1. As for the HOMO energy: -9.362 eV.

```
24
Properties=species:S:1:pos:R:3:mulliken_charge:R:1
O 0.167 3.724 0.136 -0.47
C -0.583 2.902 -0.296 0.16
O -1.704 2.502 0.343 -0.36
C -1.737 1.069 0.545 -0.40
C -0.913 0.680 1.764 -0.43
C -0.251 -0.712 1.684 -1.16
C 0.400 -0.996 0.353 0.38
C 1.610 -0.389 0.008 -0.20
C 2.180 -0.617 -1.239 -0.67
C 1.555 -1.450 -2.159 -0.42
C 0.353 -2.064 -1.824 -0.53
C -0.217 -1.833 -0.575 -0.19
H -0.410 2.418 -1.271 0.39
H -1.370 0.592 -0.368 0.28
H -2.786 0.804 0.654 0.30
H -1.577 0.681 2.631 0.31
H -0.150 1.432 1.966 0.33
H 0.519 -0.741 2.459 0.36
H -0.954 -1.508 1.936 0.42
H 2.085 0.273 0.723 0.41
H 3.112 -0.129 -1.495 0.38
H 1.993 -1.620 -3.133 0.38
H -0.161 -2.708 -2.525 0.38
H -1.157 -2.307 -0.313 0.34
```